(i)
The following is a quantum chemistry calculation of an isolated molecule of C7H9NO, from the OMol25 dataset.

Cartesian coordinates (Å):
H 0.33016 -1.27663 0.75143
N 1.30155 -0.93539 0.97804
C 1.28239 0.32211 1.03773
C 2.49833 1.09168 1.51347
O 0.36999 1.14376 0.39756
C -1.01354 0.90612 0.66210
C -2.03481 0.64947 -0.10774
C -2.09120 0.11366 -1.50787
C -1.47892 -0.94437 -1.89773
C -1.19497 -2.16169 -2.23711
H 3.35777 0.42447 1.57119
H 2.43582 1.25802 2.57593
H 2.54891 1.92798 0.73766
H -1.15568 1.06728 1.67259
H -3.00088 0.96566 0.16498
H -2.68175 0.78972 -2.29147
H -1.90052 -3.10197 -2.08622
H -0.17486 -2.38037 -2.41367

Output
Spin multiplicity: 1
HOMO (hartree): -0.3381
E_LUMO (eV): 0.84
Orbital gap (eV): 10.04


(ii)
The following is a quantum chemistry calculation of a cluster of 2 separate species, C7H9NO in total, from the OMol25 dataset.

Cartesian coordinates (Å):
C -1.53238 1.78638 0.12895
C -1.28221 1.55364 -1.22394
C 0.02996 1.40895 -1.67601
C 1.09195 1.49700 -0.77517
C 0.84177 1.72974 0.57772
C -0.47040 1.87444 1.02978
H -2.56491 1.90024 0.48467
H -2.11787 1.48435 -1.93279
H 0.22681 1.22580 -2.74057
H 2.12447 1.38314 -1.13090
H 1.67744 1.79903 1.28657
H -0.66724 2.05758 2.09435
N -0.19130 -3.03927 0.48745
C 1.04063 -3.52112 0.79807
O 1.28805 -4.68782 1.04457
H -0.98419 -3.68471 0.45198
H -0.33169 -2.04529 0.29046
H 1.82112 -2.72208 0.80482

Output
Spin multiplicity: 1
HOMO (hartree): -0.3580
E_LUMO (eV): 0.73
Orbital gap (eV): 10.48


Decreasing stability: (ii), (i)


(i)
The following is a quantum chemistry calculation of a cluster of 2 separate species, C4H6BrOP in total, from the OMol25 dataset.

Cartesian coordinates (Å):
C 0.47855 2.49079 0.76859
C -0.91051 -2.13308 -0.88915
C -0.18725 1.33509 0.69201
C -0.34644 -0.91426 -0.97992
O 0.54028 -2.16027 1.91265
P 0.54470 -0.24251 0.33511
Br 2.54231 0.19429 -0.27629
H 0.04438 3.50359 0.94958
H 1.50645 2.59451 0.34149
H -1.61521 -2.53839 -1.75602
H -0.90910 -2.85447 -0.04541
H -1.27511 1.06103 0.91521
H -0.41305 -0.33632 -1.96785

Output
Spin multiplicity: 1
HOMO (alpha / beta) (hartree): -0.3416 / -0.3408
E_LUMO (alpha / beta) (eV): -1.27 / -1.18
Orbital gap (alpha / beta) (eV): 8.03 / 8.10


(ii)
The following is a quantum chemistry calculation of an isolated molecule of C4H6BrOP, from the OMol25 dataset.

Cartesian coordinates (Å):
C 0.33161 0.15787 1.02174
C 1.56690 0.60457 1.05564
C -0.62263 -0.16479 -0.14380
C -0.13427 -0.18604 -1.51411
O 3.38906 2.28439 -0.11322
P 2.71921 1.00488 -0.33934
Br 4.19027 -0.66753 0.01103
H -0.18121 -0.01695 1.95856
H 2.04888 0.81349 2.00353
H -0.99647 -1.16234 0.11110
H -1.43927 0.55569 -0.03641
H 0.38475 -1.04897 -1.88531
H -0.26734 0.65635 -2.16863

Output
Spin multiplicity: 1
HOMO (alpha / beta) (hartree): -0.3343 / -0.3272
E_LUMO (alpha / beta) (eV): -0.49 / -2.02
Orbital gap (alpha / beta) (eV): 8.61 / 6.88


Decreasing stability: (ii), (i)


(i)
The following is a quantum chemistry calculation of the ion H4N5 with charge +1, from the OMol25 dataset.

Cartesian coordinates (Å):
N -1.77759 0.57390 0.16946
N -1.46069 -0.66876 0.04255
N -0.21776 -0.95532 0.01910
N 0.67987 -0.11500 -0.36982
N 1.86989 -0.14913 -0.00997
H -0.96610 1.19997 0.01862
H -2.81754 0.78795 0.11741
H 2.49539 0.30896 -0.53777
H 2.19453 -0.98257 0.55043

Output
Total charge: +1
Spin multiplicity: 1
HOMO (alpha / beta) (hartree): -0.5796 / -0.5796
E_LUMO (alpha / beta) (eV): -6.63 / -6.64
Orbital gap (alpha / beta) (eV): 9.14 / 9.14


(ii)
The following is a quantum chemistry calculation of a cluster of 2 separate species, H4N5 in total, from the OMol25 dataset.

Cartesian coordinates (Å):
N -1.97110 2.11932 2.83696
N -1.11087 -1.07516 0.59136
N -1.44590 1.50805 2.09499
N 0.47584 0.41129 -0.17644
N -0.18326 -0.70177 -0.08808
H -1.46568 -0.25489 1.20861
H 0.15901 1.08015 0.64169
H 1.44845 0.42441 -0.52506
H -0.00548 -1.39664 -0.98020

Output
Total charge: +1
Spin multiplicity: 1
HOMO (hartree): -0.6174
E_LUMO (eV): -5.50
Orbital gap (eV): 11.30


(iii)
The following is a quantum chemistry calculation of the ion H4N5 with charge +1, from the OMol25 dataset.

Cartesian coordinates (Å):
H -3.49608 0.67664 -0.09880
N -2.49892 0.33897 -0.19110
N -1.49072 0.06186 0.32233
N -0.48229 -0.32267 0.67594
N 0.76745 -0.48830 -0.37782
N 1.83888 0.16458 -0.13678
H 0.76025 -1.59300 -0.33157
H 1.94858 1.19264 -0.35394
H 2.65285 -0.03072 0.49173

Output
Total charge: +1
Spin multiplicity: 1
HOMO (hartree): -0.5390
E_LUMO (eV): -5.87
Orbital gap (eV): 8.80


Decreasing stability: (ii), (i), (iii)


(i)
The following is a quantum chemistry calculation of a cluster of 2 separate species, C2H10NO in total, from the OMol25 dataset.

Cartesian coordinates (Å):
N -1.35378 1.78677 0.38525
H -1.83539 2.05909 -0.50097
H -0.55011 1.15155 0.24147
H -2.02940 1.25985 0.99121
H -1.07808 2.69064 0.83730
C 0.72542 -1.38948 0.14636
O 0.41871 -0.39933 1.15269
C 0.85602 -0.70287 -1.19500
H -0.01615 -2.17960 0.14522
H 1.69077 -1.82394 0.39830
H 0.41393 -0.87722 2.00238
H 1.46979 0.17869 -1.06649
H -0.09351 -0.41100 -1.63155
H 1.38179 -1.34316 -1.90617

Output
Spin multiplicity: 2
HOMO (alpha / beta) (hartree): -0.1339 / -0.4055
E_LUMO (alpha / beta) (eV): 0.81 / 0.63
Orbital gap (alpha / beta) (eV): 4.45 / 11.66


(ii)
The following is a quantum chemistry calculation of a cluster of 2 separate species, C2H10NO in total, from the OMol25 dataset.

Cartesian coordinates (Å):
C 1.69573 -0.26193 -0.98710
C 1.23303 0.23871 0.31738
N -0.03156 -0.31618 0.82638
H 1.42455 -1.33701 -1.36734
H 1.30648 0.28817 -1.86102
H 2.82009 -0.34380 -1.00915
H 2.01944 0.51882 0.98133
H 0.89591 1.39376 0.24679
H -0.76130 0.19385 1.29527
H 0.11550 -1.11945 1.49246
H -0.52534 -0.58260 -0.02956
H -3.65327 1.08775 0.41671
H -3.45119 -0.04279 -0.59835
O -3.08806 0.28271 0.27620

Output
Spin multiplicity: 2
HOMO (alpha / beta) (hartree): -0.1187 / -0.4286
E_LUMO (alpha / beta) (eV): 1.00 / 0.57
Orbital gap (alpha / beta) (eV): 4.22 / 12.23


Decreasing stability: (i), (ii)


(i)
The following is a quantum chemistry calculation of a structure of composition C2H2Cl6, from the OMol25 dataset.

Cartesian coordinates (Å):
C -1.35261 -1.00939 0.15120
Cl -2.73606 -0.64558 -0.76740
Cl -1.67886 -2.42800 1.18412
Cl -1.20532 0.41815 1.25305
H -0.51709 -1.12342 -0.53946
C 1.45905 0.98324 -0.11033
Cl 3.18400 1.39938 -0.53379
Cl 1.13191 -0.69854 -0.67978
Cl 0.29402 2.06572 -0.93520
H 1.42092 1.03843 0.97760

Output
Spin multiplicity: 1
HOMO (hartree): -0.3897
E_LUMO (eV): 0.16
Orbital gap (eV): 10.76


(ii)
The following is a quantum chemistry calculation of a cluster of 2 separate species, C2H2Cl6 in total, from the OMol25 dataset.

Cartesian coordinates (Å):
Cl 1.72175 3.11926 0.39533
C 1.80758 1.41599 -0.02498
Cl 3.34682 0.71215 0.49171
Cl 1.55418 1.17179 -1.75111
H 1.02392 0.89006 0.50183
Cl -2.85945 -2.85260 0.42385
C -1.94604 -1.38547 0.13449
Cl -1.94909 -0.95473 -1.57272
Cl -0.29007 -1.54630 0.72892
H -2.40961 -0.57015 0.67269

Output
Spin multiplicity: 1
HOMO (hartree): -0.4085
E_LUMO (eV): 0.56
Orbital gap (eV): 11.68


Decreasing stability: (ii), (i)


(i)
The following is a quantum chemistry calculation of an isolated molecule of C3H6N2OS, from the OMol25 dataset.

Cartesian coordinates (Å):
C 1.90498 -0.10944 0.09002
C -0.89577 1.21388 -0.91944
C -0.02084 -0.62179 1.28396
N 2.72751 0.63231 -0.18751
N 1.09633 -1.00206 0.52314
O -1.58515 -1.30133 -0.91112
S -1.53145 -0.25155 0.11853
H -1.53341 2.08553 -0.71903
H -1.21619 0.78970 -1.85206
H 0.19759 1.40651 -0.96040
H 0.32572 0.30330 1.74199
H -0.29901 -1.41330 1.89626
H 0.82969 -1.73176 -0.10436

Output
Spin multiplicity: 1
HOMO (hartree): -0.3406
E_LUMO (eV): 0.59
Orbital gap (eV): 9.86


(ii)
The following is a quantum chemistry calculation of an isolated molecule of C3H6N2OS, from the OMol25 dataset.

Cartesian coordinates (Å):
H -3.13377 0.23553 -0.54078
N -2.54653 -0.37772 -0.04932
C -1.45566 0.19184 0.14400
N -0.94075 1.54160 -0.20081
S 1.00484 1.44208 0.13086
C 0.99538 -0.19277 0.71400
C 1.48944 -1.05710 -0.49851
O -0.43916 -0.46673 0.97838
H -1.50520 2.34819 0.28570
H 1.50896 -0.05266 1.62629
H 1.90805 -2.20917 -0.47304
H 0.66933 -0.92513 -1.34295
H 2.44507 -0.47796 -0.77381

Output
Spin multiplicity: 1
HOMO (hartree): -0.3314
E_LUMO (eV): -0.16
Orbital gap (eV): 8.86


(iii)
The following is a quantum chemistry calculation of an isolated molecule of C3H6N2OS, from the OMol25 dataset.

Cartesian coordinates (Å):
C 0.03861 -1.10780 1.51988
N 0.72538 -1.85407 0.75434
S 1.07612 -1.49452 -0.83765
C 0.89263 0.28377 -1.08682
C -0.58697 0.82410 -0.94210
O -1.32234 0.13670 0.00830
N -0.62981 0.06258 1.18715
H -0.11105 -1.43652 2.53461
H 1.51680 0.87917 -0.45830
H 1.23735 0.41450 -2.14609
H -1.19220 0.78102 -1.83636
H -0.54609 1.91866 -0.64148
H -1.09843 0.59241 1.94454

Output
Spin multiplicity: 1
HOMO (hartree): -0.2924
E_LUMO (eV): 0.82
Orbital gap (eV): 8.77


(iv)
The following is a quantum chemistry calculation of an isolated molecule of C3H6N2OS, from the OMol25 dataset.

Cartesian coordinates (Å):
C 2.49950 -0.03215 -0.06366
C 1.28369 -0.70481 0.14006
C -0.17693 -0.24182 0.06389
N -1.08773 -1.10630 0.14926
S -2.74616 -0.40182 -0.16677
N -0.30940 1.15503 -0.36157
O -1.49163 1.49200 0.42661
H 2.71369 1.02848 -0.34624
H 3.17248 -0.92576 -0.42489
H 1.18651 -1.81930 0.47023
H -3.19977 -1.64606 0.23848
H 0.44852 1.60000 0.11847
H -2.29278 1.60252 -0.24387

Output
Spin multiplicity: 1
HOMO (hartree): -0.3220
E_LUMO (eV): 0.21
Orbital gap (eV): 8.97


Decreasing stability: (i), (iii), (ii), (iv)